The following is a quantum chemistry calculation of one molecule with the formula C2H4N2O2 in a non-equilibrium geometry, from OMol25.

Atoms and positions in Å:
N -0.16 1.28 -1.39
C -0.59 0.67 -0.23
O -1.61 0.97 0.35
N 0.30 -0.31 0.25
C 0.20 -1.19 1.33
O 1.18 -1.92 1.52
H -0.84 1.88 -1.82
H 0.45 0.78 -2.03
H 1.22 -0.40 -0.19
H -0.15 -1.77 2.21

Results
SMILES	NC(=O)NC=O
HOMO energy	-0.361	Eh
LUMO energy	0.62	eV
ΔE to the lowest compared entry with this formula, charge and spin	245.1	kJ/mol